(1)
ORCA calculation (ωB97M-V/def2-TZVPD) on CdI as an isolated structure.

**Kohn-Sham gap**: 6.5 eV
**Relative energy (zero: lowest compared OMol25 entry of this formula, charge and spin)**: 1.95 kJ/mol
**HOMO energy**: -14.85 eV
**Multiplicity**: 1
**Total charge**: +1

```
2
Properties=species:S:1:pos:R:3:forces:R:3:nbo_charge:R:1
Cd 2.722908 -15.699317 29.309017 0.0 0.3 -0.6 1.248
I 2.651931 -14.539672 26.968595 0.0 -0.3 0.6 -0.248
```
Positions in Å, forces in eV/Å.



(2)
ORCA calculation (ωB97M-V/def2-TZVPD) on an isolated ion of composition C7H10N and charge +1.

**Kohn-Sham gap**: 7.9 eV
**Relative energy (zero: lowest compared OMol25 entry of this formula, charge and spin)**: 545.80 kJ/mol
**HOMO energy**: -13.95 eV
**Multiplicity**: 1
**Total charge**: +1

```
18
Properties=species:S:1:pos:R:3:forces:R:3:nbo_charge:R:1
C -0.418177 -2.019248 0.969609 -0.9 -1.3 1.3 0.187
C 0.543656 0.745216 -0.832077 0.5 4.4 -0.5 -0.523
C -1.043582 -1.044870 -1.647191 -1.8 -2.0 -1.9 -0.424
C 0.371241 -0.657771 -1.218324 0.1 -1.7 -1.7 -0.258
C -0.078897 1.323022 0.477161 -0.6 -2.6 -1.7 0.384
C -0.556213 -1.411031 -0.324030 1.5 0.0 -0.6 0.014
C 0.641668 1.461027 1.651547 4.3 -0.3 4.0 -0.804
N -0.838402 -0.814535 0.954194 0.2 -0.4 1.1 -0.328
H -0.259704 -2.928036 1.702616 -0.2 2.1 -1.6 0.278
H 1.645086 0.929799 -0.779314 -0.8 0.1 0.4 0.259
H 0.195952 1.344246 -1.784166 0.3 -0.6 2.1 0.290
H -1.890136 -0.359414 -1.820795 0.7 0.3 0.7 0.244
H -1.235812 -1.867486 -2.414558 1.0 0.9 1.1 0.263
H 1.266181 -1.000970 -1.846990 -1.6 0.0 1.2 0.272
H -1.073383 1.673945 0.687299 -0.7 0.2 -1.3 0.231
H 0.872654 2.517121 1.919344 -0.5 0.0 -0.4 0.334
H 1.696309 1.015789 1.680130 -1.4 0.3 -0.5 0.252
H 0.161559 1.093194 2.625545 0.0 0.6 -1.6 0.329
```
Positions in Å, forces in eV/Å.



(3)
ORCA calculation (ωB97M-V/def2-TZVPD) on C4H5GaO2 as an isolated structure.

**Kohn-Sham gap (alpha / beta)**: 7.3 / 7.3 eV
**HOMO energy (alpha / beta)**: -29.88 / -30.35 eV
**Multiplicity**: 1
**Total charge**: +4

```
12
Properties=species:S:1:pos:R:3:forces:R:3:mulliken_charge:R:1
H -2.013885 -0.664181 -1.016634 0.9 -1.5 0.4 0.378
C -0.755278 -0.486821 -0.910824 -3.3 2.1 -1.2 -0.462
C -1.291510 0.743180 -0.800889 3.9 -2.4 -0.2 0.653
O -1.253784 1.763416 -0.180291 0.5 -1.9 -3.2 -0.047
Ga -1.903540 2.807126 0.949459 -3.2 5.2 4.5 1.229
H -0.212838 -0.770667 -1.814013 -0.2 -0.7 -0.5 0.556
O 2.360462 0.298153 0.078054 -2.4 -1.9 0.3 -0.034
C 1.402304 -0.439776 0.268068 3.5 1.9 1.0 0.739
C 0.654428 -1.260230 0.977851 -0.4 -1.0 -0.3 -0.287
H 2.147660 1.218274 -0.197362 1.0 1.0 -0.9 0.490
H 0.169652 -0.875322 1.882459 -0.1 -0.1 0.4 0.381
H 0.696328 -2.333153 0.764121 -0.4 -0.7 -0.2 0.405
```
Positions in Å, forces in eV/Å.